# C42H47BMoN12S2

C42H47BMoN12S2 as an isolated structure (wB97M-V/def2-TZVPD, OMol25).

Element x y z (Å)
Mo  0.66819  0.26900  -0.19975
C  2.26687  2.10536  4.72325
C  1.34396  2.04798  3.55713
C  0.23499  2.83089  3.27746
C  -0.28753  2.33567  2.08500
N  0.46955  1.32356  1.66454
N  1.47498  1.14618  2.56296
B  2.44141  -0.03652  2.41188
N  1.59522  -1.31546  2.24288
N  0.66902  -1.34744  1.25020
C  -0.03888  -2.47960  1.39721
C  0.47946  -3.20228  2.46697
C  1.49985  -2.42463  2.99118
C  2.35894  -2.66673  4.18141
C  -1.24325  -2.77186  0.61377
C  -1.74007  -4.07095  0.52063
C  -2.93793  -4.31699  -0.13426
C  -3.65996  -3.27304  -0.69708
C  -3.17317  -1.97431  -0.61820
C  -1.97649  -1.73981  0.03514
N  3.29634  0.07947  1.11194
N  2.72771  -0.06058  -0.12793
C  3.72796  -0.13925  -1.03448
C  4.93698  -0.04394  -0.36092
C  4.63072  0.09919  0.98552
C  5.55746  0.22751  2.14304
C  3.55854  -0.44414  -2.46849
C  4.38697  -1.43662  -2.99717
C  4.28306  -1.80988  -4.32837
C  3.35318  -1.19238  -5.15187
C  2.53964  -0.19107  -4.63860
C  2.64155  0.18424  -3.30775
C  -1.46290  2.77901  1.32579
C  -1.71868  4.13920  1.16244
C  -2.84769  4.55561  0.47484
C  -3.72651  3.62116  -0.06075
C  -3.48112  2.26657  0.10695
C  -2.35738  1.84687  0.80516
H  1.97536  2.92430  5.37631
H  2.23544  1.18098  5.29981
H  3.29653  2.27232  4.40620
H  -0.17474  3.61675  3.88825
H  3.15869  -0.11830  3.35188
H  0.11511  -4.13318  2.86566
H  2.16063  -3.65761  4.58276
H  3.41692  -2.60456  3.92748
H  2.15249  -1.93522  4.96315
H  -1.18752  -4.89341  0.95750
H  -3.31306  -5.32956  -0.20303
H  -4.60030  -3.47161  -1.19453
H  -3.73330  -1.15067  -1.04447
H  -1.61151  -0.71716  0.10606
H  5.92024  -0.06725  -0.79891
H  6.58509  0.22470  1.78847
H  5.38265  1.15822  2.68287
H  5.43257  -0.59679  2.84464
H  5.10275  -1.93528  -2.35517
H  4.93129  -2.58214  -4.72055
H  3.27726  -1.47763  -6.19283
H  1.83842  0.32073  -5.28659
H  2.04353  1.00596  -2.94045
H  -1.03066  4.86747  1.57502
H  -3.04934  5.61334  0.36302
H  -4.61172  3.95177  -0.58858
H  -4.18516  1.53676  -0.27391
H  -2.22352  0.80315  1.05683
C  -0.78937  4.78846  -4.02317
C  -0.92145  5.09331  -2.54297
N  0.07210  4.41268  -1.71085
C  0.14697  3.09722  -1.55374
S  1.56871  2.45386  -0.75664
N  -0.78606  2.31829  -2.05028
N  -0.44455  1.00218  -1.87795
C  -0.94511  0.14251  -2.70418
C  -1.91170  0.54208  -3.75773
C  -0.39208  -1.21475  -2.59749
C  -0.74883  -2.27318  -3.40872
C  -0.06216  -3.47475  -3.27433
C  0.95612  -3.57966  -2.34761
C  1.23820  -2.48880  -1.54326
N  0.57388  -1.34022  -1.66286
H  -1.50780  5.39539  -4.57441
H  -0.99569  3.74274  -4.23968
H  0.20777  5.03513  -4.38800
H  -1.91684  4.84548  -2.16624
H  -0.76446  6.15798  -2.37449
H  0.74873  4.97299  -1.22237
H  -1.62514  1.51256  -4.16011
H  -2.90386  0.67159  -3.31641
H  -1.97236  -0.18852  -4.55701
H  -1.53836  -2.17177  -4.13693
H  -0.32192  -4.31599  -3.90292
H  1.52474  -4.49087  -2.22980
H  2.00678  -2.52159  -0.78429
C  -5.21061  -2.77453  3.23636
N  -3.85630  -2.27916  3.38230
C  -3.48109  -1.00004  3.25745
N  -4.43740  -0.11772  2.89067
S  -1.88787  -0.51982  3.48802
H  -5.20685  -3.84837  3.39862
H  -5.59365  -2.58564  2.23119
H  -5.88623  -2.33080  3.97200
H  -3.12863  -2.89992  3.68861
H  -5.41538  -0.34894  2.96448
H  -4.18739  0.85451  2.94618

Total charge: +2
Multiplicity: 3
LUMO energy (alpha / beta): -6.721 / -6.791 eV

Results of the Mulliken charge analysis, in e, for atoms 1 through 6: -0.867, -1.449, 0.715, -1.280, -0.661, 2.134


# C42H48BrClF48IN3O9P2S

C42H48BrClF48IN3O9P2S as an isolated structure in a non-equilibrium geometry (wB97M-V/def2-TZVPD, OMol25).

Element x y z (Å)
C  0.28963  -5.04745  -2.45597
C  -1.21035  -5.05096  -2.80534
C  -1.77754  -3.62142  -2.76859
I  -1.85133  -3.14010  -0.63565
C  -3.08850  -3.42170  -3.54921
C  -4.19004  -4.41087  -3.12832
N  -4.78184  -4.11226  -1.81761
C  -6.15939  -4.62830  -1.66716
C  -2.76902  -3.78924  -5.08612
Br  -0.91745  -3.52344  -5.71004
P  -3.25261  -5.50575  -5.76906
S  -2.46057  -6.10136  -7.42940
C  -3.62844  -2.80599  -5.93472
O  -3.63887  -2.72363  -7.15084
N  -4.42244  -2.02436  -5.03772
C  -3.63340  -1.94517  -3.79606
C  -2.52547  -0.90292  -4.12961
C  -1.54984  -0.44009  -3.03724
C  -0.23086  0.03327  -3.64527
Cl  -2.21161  0.90800  -2.05953
P  -4.99989  -1.19428  -2.74007
N  -6.34424  -1.93910  -2.96381
O  -5.05758  0.34246  -3.19462
O  -4.58138  -1.12325  -1.22357
H  0.76105  -4.08816  -2.65639
H  0.43572  -5.35706  -1.42493
H  0.79724  -5.78485  -3.07991
H  -1.33020  -5.49150  -3.78960
H  -1.72876  -5.63386  -2.04566
H  -1.01735  -2.93662  -3.11928
H  -3.74997  -5.40844  -3.09113
H  -5.01018  -4.39051  -3.84474
H  -4.23572  -4.61697  -1.13106
H  -6.23023  -5.20332  -0.74177
H  -6.44853  -5.30111  -2.47726
H  -6.85687  -3.79948  -1.59608
H  -3.07111  -6.43501  -4.74264
H  -4.64201  -5.37542  -5.90788
H  -5.29851  -2.53876  -4.90540
H  -1.91549  -1.22870  -4.96824
H  -3.04401  -0.01446  -4.48853
H  -1.29916  -1.21250  -2.33039
H  -0.35853  0.96986  -4.18444
H  0.14815  -0.73098  -4.32715
H  0.51176  0.14937  -2.85736
H  -7.03953  -1.32100  -3.36477
H  -5.11820  0.37765  -4.16137
H  -3.69024  -0.75554  -1.09443
C  6.26239  -3.36634  -1.73600
C  5.42807  -2.76469  -2.88121
C  4.61197  -1.49676  -2.60326
F  3.65790  -1.72099  -1.67950
F  4.00113  -1.12651  -3.75150
F  4.63484  -3.71466  -3.42255
F  6.32715  -2.39427  -3.83854
O  5.73253  -4.49060  -1.04993
C  4.92094  -4.38647  0.04504
C  3.54962  -5.01605  -0.21915
F  2.95720  -4.38253  -1.24793
F  2.78020  -4.87405  0.88204
F  4.80637  -3.11836  0.48109
F  5.49198  -5.09637  1.04669
H  7.14777  -3.76354  -2.23004
H  6.60943  -2.59295  -1.04987
H  5.26196  -0.68359  -2.26984
H  3.65679  -6.07616  -0.45654
C  -5.13757  1.40504  1.78512
C  -3.79087  2.06826  1.45018
C  -2.54612  1.18142  1.39390
F  -2.26651  0.63381  2.59197
F  -1.49032  1.94782  1.03315
F  -3.55698  3.12705  2.26887
F  -3.92630  2.56578  0.18985
O  -5.61820  1.49403  3.11126
C  -5.32086  0.53894  4.04217
C  -4.55064  1.10639  5.23689
F  -3.37595  1.63393  4.83599
F  -4.29424  0.08557  6.08194
F  -4.67718  -0.51350  3.50634
F  -6.49186  0.07706  4.53788
H  -5.86092  1.97357  1.20295
H  -5.17966  0.38011  1.41370
H  -2.67331  0.39039  0.65234
H  -5.14134  1.87393  5.74111
C  6.07198  -1.50498  3.12107
C  7.13203  -0.61174  2.45759
C  8.53364  -1.18965  2.23451
F  9.13584  -1.47674  3.40086
F  9.28021  -0.26412  1.59037
F  7.22370  0.56612  3.10261
F  6.65835  -0.35566  1.19634
O  5.80164  -1.31277  4.49770
C  6.47657  -1.96292  5.49540
C  7.19283  -0.97544  6.42522
F  8.09972  -0.25592  5.73832
F  7.83613  -1.67612  7.38478
F  7.31860  -2.90107  5.02890
F  5.55669  -2.59652  6.25852
H  5.13928  -1.21981  2.63674
H  6.23016  -2.55650  2.87873
H  8.48561  -2.09149  1.61711
H  6.46732  -0.30156  6.88438
C  -2.64204  8.12013  4.47566
C  -1.23008  8.68485  4.25557
C  -1.01388  9.66455  3.09899
F  -1.25215  9.07592  1.91309
F  0.27636  10.07086  3.11595
F  -0.33513  7.67966  4.17323
F  -0.93789  9.40136  5.38328
O  -2.90811  6.82135  3.97305
C  -3.36696  6.66640  2.69060
C  -2.38679  5.88086  1.80801
F  -1.20970  6.54007  1.74691
F  -2.89946  5.81475  0.55783
F  -3.66576  7.85237  2.12913
F  -4.51699  5.95557  2.74474
H  -2.72470  8.01994  5.55528
H  -3.41312  8.83180  4.17697
H  -1.65818  10.54084  3.20964
H  -2.21417  4.87962  2.18796
C  -3.36625  7.07689  10.10421
C  -3.80962  5.97398  11.07777
C  -3.56891  4.51845  10.67738
F  -4.27224  4.21153  9.57469
F  -3.98997  3.72227  11.68301
F  -5.10411  6.14684  11.41343
F  -3.06185  6.15472  12.20514
O  -4.35773  7.67761  9.28489
C  -4.70025  7.23740  8.03522
C  -6.17858  6.83907  7.94851
F  -6.44100  5.82205  8.78858
F  -6.43716  6.43157  6.68540
F  -3.89550  6.25995  7.57887
F  -4.54203  8.29683  7.20320
H  -3.04797  7.88874  10.75572
H  -2.48959  6.77964  9.52875
H  -2.50631  4.33283  10.50010
H  -6.81213  7.69170  8.19950
C  5.93106  -3.38892  -9.96085
C  5.90814  -1.86239  -10.15022
C  7.22840  -1.14620  -10.45460
F  8.09829  -1.26768  -9.43499
F  6.97036  0.16890  -10.63131
F  5.30125  -1.27448  -9.09968
F  5.13339  -1.64032  -11.25259
O  5.90684  -3.89720  -8.63814
C  7.03292  -4.14940  -7.90378
C  7.05879  -3.31548  -6.61820
F  7.06350  -2.00101  -6.90621
F  8.18761  -3.60589  -5.92962
F  8.16368  -3.99993  -8.61583
F  6.97789  -5.44357  -7.51020
H  4.98159  -3.72020  -10.37820
H  6.71295  -3.85516  -10.56069
H  7.67937  -1.54094  -11.36892
H  6.18787  -3.54563  -6.00406

Total charge: 0
Multiplicity: 1
LUMO energy: -0.339 eV

Results of the Mulliken charge analysis, in e, for atoms 1 through 6: -1.551, 0.130, -2.914, 0.096, 4.251, -2.742